No. 1
DFT (wB97M-V/def2-TZVPD) results for the molecule C5H4N2O in a non-equilibrium geometry.

The geometry in ORCA input format:
```
! wB97M-V def2-TZVPD RIJCOSX def2/J DEFGRID3
* xyz 0 1
C 1.290 0.131 -0.041
C 0.651 -1.226 0.419
C -0.657 -1.422 0.211
C -0.842 1.445 0.211
C 0.421 1.340 0.187
H 1.363 -2.063 0.842
H -0.762 -2.450 0.375
H -1.260 2.321 1.031
H 0.906 2.240 0.498
N -1.823 -0.748 -0.379
N -1.847 0.479 -0.342
O 2.534 0.028 -0.452
*
```

## Properties
* SMILES string: O=c1ccnncc1
* strongest force on any atom: 0.1305 hartree/bohr
* E_tot: -10272.0036 eV
* HOMO level: -9.627 eV
* relative energy (zero: lowest compared OMol25 entry of this formula, charge and spin): 109.74 kcal/mol
* HOMO-LUMO gap: 8.93 eV
* E_LUMO: -0.6950 eV

No. 2
DFT (wB97M-V/def2-TZVPD) results for the molecule C5H4N2O2 in a non-equilibrium geometry.

The geometry in ORCA input format:
```
! wB97M-V def2-TZVPD RIJCOSX def2/J DEFGRID3
* xyz 0 1
C -1.293 -0.135 -0.061
C -0.555 1.019 0.296
C 0.898 1.427 -0.152
C 1.709 -0.624 -0.064
C 0.550 -1.573 -0.489
H -3.078 0.575 0.428
H -1.026 1.732 0.993
H 0.995 2.461 -0.678
H 0.939 -2.802 -0.379
N 1.933 0.719 -0.663
N -0.744 -1.425 -0.591
O -2.571 -0.392 0.301
O 2.243 -0.981 1.059
*
```

## Properties
* SMILES string: O=c1cnc(O)ccn1
* strongest force on any atom: 0.1186 hartree/bohr
* E_tot: -12320.0447 eV
* HOMO level: -9.487 eV
* relative energy (zero: lowest compared OMol25 entry of this formula, charge and spin): 116.06 kcal/mol
* HOMO-LUMO gap: 8.75 eV
* E_LUMO: -0.7365 eV

No. 3
DFT (wB97M-V/def2-TZVPD) results for an isolated ion of composition C5H4NO2 and charge -1 in a non-equilibrium geometry.

The geometry in ORCA input format:
```
! wB97M-V def2-TZVPD RIJCOSX def2/J DEFGRID3
* xyz -1 1
C 0.883 0.146 1.447
C -0.070 -0.733 1.925
C -0.816 1.054 -1.819
C 0.533 -1.316 0.718
C 0.633 -0.104 -0.078
N -0.510 0.693 -0.536
O -0.799 -0.950 2.908
O -1.527 2.007 -2.156
H 1.287 -2.262 0.548
H -0.159 0.312 -2.440
H 1.475 -0.076 -0.746
H -0.931 1.228 0.228
*
```

## Properties
* SMILES string: O=CN[C@H]1C2=C([O-])[C@H]21
* strongest force on any atom: 0.0574 hartree/bohr
* E_tot: -10832.2681 eV
* HOMO level: -3.344 eV
* relative energy (zero: lowest compared OMol25 entry of this formula, charge and spin): 77.38 kcal/mol
* HOMO-LUMO gap: 7.25 eV
* E_LUMO: 3.9078 eV

No. 4
DFT (wB97M-V/def2-TZVPD) results for an isolated ion of composition C5H4NO2 and charge -1 in a non-equilibrium geometry.

The geometry in ORCA input format:
```
! wB97M-V def2-TZVPD RIJCOSX def2/J DEFGRID3
* xyz -1 1
C -0.171 0.701 0.727
C 1.329 -0.134 -1.173
C -1.369 -0.034 0.685
C 0.508 -0.629 -2.037
C 0.934 0.914 -0.110
N -2.198 -0.117 -0.332
O -3.270 -0.804 -0.246
O 1.746 1.842 -0.009
H 0.055 1.070 1.726
H 2.408 -0.197 -1.231
H -1.739 -0.372 1.664
H -0.574 -0.627 -1.959
*
```

## Properties
* strongest force on any atom: 0.0452 hartree/bohr
* E_tot: -10830.1254 eV
* HOMO level (alpha / beta): -3.249 / -3.797 eV
* relative energy (zero: lowest compared OMol25 entry of this formula, charge and spin): 126.79 kcal/mol
* HOMO-LUMO gap (alpha / beta): 6.39 / 7.11 eV
* E_LUMO (alpha / beta): 3.1365 / 3.3141 eV

No. 5
DFT (wB97M-V/def2-TZVPD) results for C5H4NO2S2 as an isolated structure in a non-equilibrium geometry.

The geometry in ORCA input format:
```
! wB97M-V def2-TZVPD RIJCOSX def2/J DEFGRID3
* xyz -1 1
C 1.890 -0.986 -0.651
C 1.425 0.193 -0.175
C 2.197 1.399 0.007
C 4.520 -0.859 0.471
C -0.156 0.332 0.025
N 2.201 2.688 -0.317
O 1.073 3.247 -0.214
O 3.239 3.319 -0.596
S 4.029 0.635 0.784
S 3.498 -1.622 -0.688
H 1.109 -1.735 -0.731
H -0.242 1.384 -0.076
H -0.590 -0.378 -0.709
H -0.339 -0.041 0.976
*
```

## Properties
* strongest force on any atom: 0.0999 hartree/bohr
* E_tot: -32499.8372 eV
* HOMO level: -3.380 eV
* relative energy (zero: lowest compared OMol25 entry of this formula, charge and spin): 131.05 kcal/mol
* HOMO-LUMO gap: 6.70 eV
* E_LUMO: 3.3176 eV

No. 6
DFT (wB97M-V/def2-TZVPD) results for a 2-piece molecular cluster, C5H4O overall in a non-equilibrium geometry.

The geometry in ORCA input format:
```
! wB97M-V def2-TZVPD RIJCOSX def2/J DEFGRID3
* xyz 0 1
C 1.230 2.278 0.374
C 0.674 1.190 0.191
C -1.730 -0.415 0.092
C 0.696 -1.499 -0.351
C -0.475 -0.744 0.006
O 1.170 -1.521 -1.466
H 1.686 3.207 0.273
H -2.463 -1.207 0.137
H -2.020 0.682 0.260
H 1.231 -1.970 0.483
*
```

## Properties
* strongest force on any atom: 0.0982 hartree/bohr
* E_tot: -7290.1195 eV
* HOMO level: -9.903 eV
* relative energy (zero: lowest compared OMol25 entry of this formula, charge and spin): 128.88 kcal/mol
* HOMO-LUMO gap: 8.51 eV
* E_LUMO: -1.3943 eV

No. 7
DFT (wB97M-V/def2-TZVPD) results for C5H4O as an isolated structure in a non-equilibrium geometry.

The geometry in ORCA input format:
```
! wB97M-V def2-TZVPD RIJCOSX def2/J DEFGRID3
* xyz 0 1
C -0.999 1.042 0.806
C 1.239 0.031 0.275
C -2.248 1.006 1.010
C -0.019 0.284 0.033
C -0.038 -0.825 -0.986
O 1.339 -1.024 -0.626
H -0.425 1.395 1.589
H 2.015 0.174 0.886
H -0.719 -1.685 -0.977
H -0.145 -0.396 -2.011
*
```

## Properties
* strongest force on any atom: 0.0726 hartree/bohr
* E_tot: -7290.5091 eV
* HOMO level: -8.914 eV
* relative energy (zero: lowest compared OMol25 entry of this formula, charge and spin): 119.90 kcal/mol
* HOMO-LUMO gap: 8.48 eV
* E_LUMO: -0.4337 eV

No. 8
DFT (wB97M-V/def2-TZVPD) results for a 2-piece molecular cluster, C5H4O overall in a non-equilibrium geometry.

The geometry in ORCA input format:
```
! wB97M-V def2-TZVPD RIJCOSX def2/J DEFGRID3
* xyz 0 1
C -0.701 1.475 -1.474
C -0.842 2.696 -1.470
C -0.619 0.191 -1.394
C -0.653 -1.113 -1.333
C 0.806 0.799 0.575
O 0.842 -0.362 0.810
H -0.321 -1.556 -0.437
H -1.144 -1.615 -2.218
H 1.272 1.109 -0.399
H 0.161 1.469 1.172
*
```

## Properties
* strongest force on any atom: 0.0680 hartree/bohr
* E_tot: -7289.8879 eV
* HOMO level: -9.794 eV
* relative energy (zero: lowest compared OMol25 entry of this formula, charge and spin): 134.22 kcal/mol
* HOMO-LUMO gap: 8.03 eV
* E_LUMO: -1.7603 eV